[1]
Entry from the Open Molecules 2025 dataset: a structure of composition AsF6H26O13 at a distorted geometry (ωB97M-V with the def2-TZVPD basis set).

ORCA input file:
```
! RIJCOSX wB97M-V def2-TZVPD def2/J DEFGRID3
* xyz -1 1
O -3.618 -0.950 1.487
H 4.543 0.091 -2.779
H -2.153 -3.977 0.387
H 3.293 1.690 1.732
F -0.707 0.394 -1.833
O -1.212 0.105 3.053
O -1.164 2.466 -3.493
O -2.386 -3.728 1.281
O 0.548 3.348 -1.232
H -2.688 0.781 -1.561
O -0.967 -3.799 -2.179
H -0.793 3.015 -2.802
O 2.625 1.688 2.418
H -0.799 1.596 -3.330
O 2.832 3.611 -2.842
H 2.181 4.294 -3.005
H 2.326 2.870 -2.512
F -1.075 -0.942 0.294
H 3.143 -4.838 0.590
H -1.290 1.925 2.425
H -1.219 -3.303 -2.959
H -3.511 1.073 -0.324
F 0.281 1.180 0.452
O 3.795 -4.154 0.742
H -0.396 -3.206 -1.691
H 0.445 2.627 -0.611
H -1.692 3.328 2.826
F 1.805 0.356 -1.431
H -0.336 -2.440 4.238
H 0.337 -2.533 2.885
F 1.371 -1.079 0.618
O -3.560 1.058 -1.280
H 0.911 4.064 -0.710
H 3.290 -3.341 0.760
H -3.872 -0.027 1.478
H -0.628 -0.606 3.318
O 4.293 0.935 -2.401
H -2.668 -2.816 1.210
F 0.529 -1.812 -1.611
H -1.855 -0.314 2.481
H 3.437 0.776 -2.003
H -4.112 -1.341 0.767
As 0.397 -0.302 -0.601
O 0.299 -1.995 3.676
O -1.781 2.688 2.119
H 1.802 1.544 1.952
*
```

Calculated values
- LUMO energy (eV) = 2.12



[2]
Entry from the Open Molecules 2025 dataset: a structure of composition C18H19B2F9HgNO20PS at a distorted geometry (ωB97M-V with the def2-TZVPD basis set).

ORCA input file:
```
! RIJCOSX wB97M-V def2-TZVPD def2/J DEFGRID3
* xyz -2 1
O -12.955 -24.867 -15.792
C -12.113 -22.532 -23.186
P -13.162 -16.597 -9.552
C -12.485 -23.836 -15.074
F -9.807 -17.316 -19.505
O -19.557 -17.665 -13.597
H -22.722 -16.342 -14.562
O -11.137 -25.539 -17.318
F -12.395 -17.036 -10.908
B -13.866 -21.230 -22.385
N -20.167 -17.696 -14.817
F -7.773 -16.578 -18.908
C -21.369 -18.946 -16.599
O -10.348 -23.439 -13.915
C -21.159 -16.418 -16.614
O -10.951 -22.849 -23.419
O -9.008 -17.917 -16.434
H -22.050 -18.785 -13.103
O -16.422 -18.879 -22.283
O -12.071 -27.177 -16.036
C -10.857 -26.651 -17.937
H -18.595 -15.750 -15.907
H -21.913 -14.963 -13.971
C -9.090 -16.429 -18.781
H -19.214 -20.027 -15.789
C -13.397 -23.398 -23.245
H -23.038 -18.597 -14.433
F -14.028 -17.943 -9.778
Hg -15.159 -17.284 -14.243
H -20.391 -16.402 -17.388
F -12.032 -17.387 -8.729
O -14.793 -20.195 -22.969
C -22.137 -19.132 -14.133
H -22.569 -20.133 -14.151
C -11.071 -24.123 -14.583
O -11.076 -16.531 -16.889
B -11.776 -25.766 -16.007
O -10.303 -26.701 -19.020
H -21.750 -15.516 -16.771
H -20.266 -17.636 -12.950
H -20.475 -21.090 -15.204
C -19.418 -15.528 -15.228
C -14.820 -19.988 -20.669
C -22.026 -17.575 -17.040
O -12.496 -21.263 -22.906
C -15.491 -19.609 -22.044
O -11.265 -28.899 -17.265
H -23.034 -17.491 -16.634
H -19.717 -14.528 -15.542
O -15.198 -19.526 -19.589
O -13.063 -22.784 -14.897
H -22.227 -17.707 -18.104
O -13.912 -20.936 -20.944
H -19.558 -20.319 -14.055
H -21.563 -16.244 -13.184
O -14.432 -22.602 -22.766
F -9.393 -15.260 -19.220
O -13.481 -24.567 -23.611
F -14.018 -16.316 -8.182
H -20.597 -19.317 -17.274
O -10.772 -25.398 -15.009
C -21.738 -16.007 -14.233
C -20.929 -18.974 -15.071
C -11.400 -27.750 -17.056
C -19.995 -20.126 -15.035
H -18.947 -15.382 -14.256
F -14.229 -15.783 -10.481
H -22.176 -19.676 -16.538
F -12.200 -15.296 -9.491
O -9.075 -15.554 -16.160
S -9.613 -16.660 -16.938
C -20.658 -16.423 -15.203
*
```

Calculated values
- LUMO energy (eV) = -4.57



[3]
Entry from the Open Molecules 2025 dataset: a cluster of 3 separate species, C26H26O3 in total at a distorted geometry (ωB97M-V with the def2-TZVPD basis set).

ORCA input file:
```
! RIJCOSX wB97M-V def2-TZVPD def2/J DEFGRID3
* xyz 0 1
H -6.752 0.873 3.374
C 3.307 -1.610 -0.720
H 2.167 1.768 -1.116
H -1.210 -1.676 -3.400
O 5.360 -3.053 2.428
C 2.447 -3.869 0.827
C 1.274 3.642 -1.690
H -5.326 1.040 1.350
C -3.860 1.912 4.831
H 0.549 -5.065 -0.080
C -2.610 -2.810 -0.328
C 4.900 -0.507 1.815
H -2.027 2.334 3.782
H 5.203 -0.008 2.850
C 4.662 -2.158 1.699
C 3.459 -2.595 0.622
C 1.087 -3.170 -1.629
H -3.054 -3.825 0.117
C 1.261 -4.149 -0.316
H 4.405 4.135 -3.920
H -3.525 -0.663 -0.594
H 2.571 -4.573 1.778
O 4.901 0.086 -2.005
C -3.060 2.010 3.693
C -2.499 -2.920 -1.990
C 2.269 2.666 -1.718
C 4.363 -0.319 -0.852
C -4.915 1.284 2.326
C 3.397 2.844 -2.521
C 1.400 4.792 -2.469
C -5.716 1.189 3.464
H 0.397 3.507 -1.060
O 0.001 -3.392 -2.638
H -1.559 -2.574 0.156
C -3.586 1.691 2.441
C 2.122 -1.899 -1.864
H -2.582 -4.035 -2.350
H 2.038 -1.196 -2.821
C -1.023 -2.318 -2.418
C -3.644 -1.610 0.103
C -5.188 1.499 4.717
C 4.739 0.402 0.610
H 4.868 1.581 0.669
H -3.388 -2.232 -2.392
C 3.525 3.995 -3.297
H 2.623 5.861 -3.886
H -3.450 2.157 5.807
H -2.960 1.761 1.555
H 4.174 2.085 -2.540
H -5.811 1.420 5.604
H -4.745 -2.039 0.088
H 0.623 5.552 -2.448
H -3.438 -1.229 1.210
H -0.693 -1.559 -1.579
C 2.525 4.967 -3.275
*
```

Calculated values
- LUMO energy (eV) = -1.81



[4]
Entry from the Open Molecules 2025 dataset: a structure of composition C16H39As3O2SSn (ωB97M-V with the def2-TZVPD basis set).

ORCA input file:
```
! RIJCOSX wB97M-V def2-TZVPD def2/J DEFGRID3
* xyz 4 1
H -8.212 2.593 3.106
H -3.730 2.041 -0.207
H -9.119 0.646 0.295
C -3.228 -2.796 1.330
C -4.249 -0.643 -0.651
C 3.389 -1.971 3.267
C 2.373 1.675 -2.708
C -5.829 -0.341 1.274
C -2.110 -2.544 -1.458
O 2.554 -1.123 0.855
H 5.957 -0.726 1.866
C -7.391 2.374 2.423
H 2.802 2.604 -2.348
H 3.740 0.560 -1.726
H -2.475 -3.579 1.410
H -3.408 -2.381 2.318
H 4.629 -3.597 3.964
H -1.718 3.202 1.322
H -6.788 0.195 -1.223
H -1.267 -3.185 -1.204
H 2.988 -1.486 4.154
C -4.194 1.531 0.640
As -7.420 0.478 2.097
H -4.142 -3.236 0.933
H -7.568 2.894 1.480
C 5.311 -2.805 2.033
H -2.313 1.133 4.250
C -9.023 -0.012 1.161
C -1.301 2.195 1.333
C -6.113 0.972 -0.858
H -4.767 2.282 1.189
H 6.342 -3.154 2.025
H -2.969 -3.176 -1.688
H -1.874 -1.924 -2.320
H 5.282 -1.326 0.346
H -5.165 -0.601 2.104
H -4.884 -1.499 -0.898
S 3.636 -0.708 1.978
H -9.870 0.140 1.829
C 4.750 -2.649 3.441
As -2.709 0.940 1.765
C 5.221 -1.408 1.430
H 5.408 -2.025 4.047
H -0.517 2.145 2.086
O 2.772 0.594 -1.763
H -3.938 -0.208 -1.604
C -5.087 0.394 0.129
H 2.735 1.417 -3.699
H -4.022 0.792 3.936
H -6.709 1.762 -0.397
H -3.369 2.435 3.655
H 4.716 -3.514 1.454
C -3.158 1.366 3.606
Sn 1.549 -1.018 -0.868
H 1.289 1.718 -2.693
H -0.895 1.974 0.347
H -5.621 1.413 -1.724
H -6.454 2.685 2.877
H -6.243 -1.279 0.898
H 2.649 -2.651 2.841
H -8.973 -1.055 0.857
As -2.602 -1.442 0.089
*
```

Calculated values
- LUMO energy (spin up / spin down) (eV) = -12.90 / -12.70



no.,electronic energy (a.u.)
1,-3828.92942
2,-4098.74798
3,-1231.49872
4,-8101.75720